#i
Density functional theory data (the ωB97M-V functional and the def2-TZVPD basis) for a gas-phase ion, C4H12NO (charge +1).

```
! wB97M-V def2-TZVPD RIJCOSX def2/J DEFGRID3
* xyz 1 1
O -1.66 -1.47 -0.73
N -0.65 0.55 0.53
C 1.50 -0.75 0.49
C 0.35 -0.18 -0.32
C -0.35 -1.23 -1.23
C -0.23 1.95 0.82
H 1.25 -1.67 1.01
H 2.31 -0.95 -0.20
H 0.77 2.03 1.24
H -0.27 -0.91 -2.27
H -0.28 2.49 -0.10
H 0.71 0.57 -1.01
H -0.90 2.36 1.57
H -0.74 0.06 1.42
H 1.81 -0.05 1.27
H 0.23 -2.14 -1.09
H -1.53 0.62 0.03
H -2.32 -1.29 -1.42
*
```

Summary:
SMILES: C[NH2+][C@@H](C)CO

---

#ii
Density functional theory data (the ωB97M-V functional and the def2-TZVPD basis) for 2 unconnected molecules or ions with the total composition C4H12NO.

```
! wB97M-V def2-TZVPD RIJCOSX def2/J DEFGRID3
* xyz 1 1
O 1.89 1.49 -0.61
N -0.40 0.16 -1.41
C -0.56 -0.77 -0.26
C 0.00 0.47 1.74
C -1.18 -0.08 0.95
C -0.30 -2.04 -0.43
H 0.31 0.88 -1.21
H -0.50 -2.74 0.34
H -0.27 1.37 2.28
H 2.24 2.39 -0.71
H -1.98 0.55 0.58
H -0.26 -0.30 -2.31
H 0.83 0.74 1.08
H -1.75 -0.87 1.45
H -1.31 0.57 -1.60
H 0.42 -0.29 2.39
H 0.30 -2.41 -1.26
H 2.52 0.88 -1.01
*
```

---

#iii
Density functional theory data (the ωB97M-V functional and the def2-TZVPD basis) for a gas-phase ion, C4H12NO (charge +1).

```
! wB97M-V def2-TZVPD RIJCOSX def2/J DEFGRID3
* xyz 1 1
O -1.26 -2.03 -0.03
N 0.94 0.29 0.29
C 0.49 -0.82 1.23
C -0.07 0.64 -0.76
C 0.33 1.88 -1.54
C -1.00 -1.20 1.11
H 1.09 1.20 0.77
H -0.94 -2.94 0.05
H -0.26 -0.15 -1.53
H -0.35 2.01 -2.41
H 0.26 2.79 -0.89
H 0.43 -0.38 2.26
H 1.38 1.79 -1.97
H -1.70 -0.42 0.98
H 1.07 -1.74 1.08
H -1.18 -1.89 1.95
H -1.08 1.01 -0.52
H 1.87 -0.05 -0.07
*
```

Summary:
SMILES: CC[NH2+]CCO

---

Quick one: least stable of them? #iii

---

#i
Density functional theory data (the ωB97M-V functional and the def2-TZVPD basis) for C3H2N2O2 in the gas phase.

```
! wB97M-V def2-TZVPD RIJCOSX def2/J DEFGRID3
* xyz 0 1
O 0.25 0.46 -0.76
O -1.33 -1.08 -1.34
N -1.18 -0.60 2.11
N 1.93 0.11 0.81
C 0.73 0.05 0.46
C -0.30 -0.35 1.40
C -1.01 0.05 -1.20
H 2.52 0.44 0.04
H -1.62 0.93 -1.40
*
```

Summary:
SMILES: [H]/N=C(/C#N)OC=O

---

#ii
Density functional theory data (the ωB97M-V functional and the def2-TZVPD basis) for C3H2N2O2 in the gas phase.

```
! wB97M-V def2-TZVPD RIJCOSX def2/J DEFGRID3
* xyz 0 1
O 0.26 1.45 -1.22
O 2.01 -1.46 -0.63
N -0.25 -0.87 -0.65
N 0.66 1.24 -0.14
C -0.52 0.90 0.76
C -0.83 -0.32 0.39
C 0.85 -1.33 -0.70
H -1.37 -1.21 0.74
H -0.83 1.60 1.45
*
```

Summary:
SMILES: O=C=N/C=C\N=O

---

Quick one: least stable of them? #ii

---

#i
Density functional theory data (the ωB97M-V functional and the def2-TZVPD basis) for C3H2N2O2 in the gas phase.

```
! wB97M-V def2-TZVPD RIJCOSX def2/J DEFGRID3
* xyz 0 1
O -0.08 1.23 0.11
O 0.56 0.17 -1.81
N 0.14 -1.20 0.87
N -1.28 0.52 0.20
C 0.76 0.94 -0.92
C -1.11 -0.67 0.62
C 1.32 -1.24 0.89
H 1.67 1.54 -0.76
H -1.98 -1.29 0.80
*
```

---

#ii
Density functional theory data (the ωB97M-V functional and the def2-TZVPD basis) for a molecular structure, C3H2N2O2.

```
! wB97M-V def2-TZVPD RIJCOSX def2/J DEFGRID3
* xyz 0 1
O -1.95 0.72 -1.34
O -0.08 -1.07 0.45
N 0.77 0.93 0.03
N 1.27 -1.26 0.33
C -1.72 0.38 -0.21
C 1.72 -0.06 0.10
C -0.30 0.24 0.23
H -2.49 0.02 0.49
H 2.77 0.10 -0.08
*
```

---

Quick one: least stable of them? #i